Record 1
Density functional theory data (ωB97M-V/def2-TZVPD) for a molecular structure, C4H3CuLi2O2 in a non-equilibrium geometry.

- total charge = 0
- orbital gap (spin up / spin down) (Ha) = 0.1191 / 0.2544
- multiplicity = 3
- HOMO level (spin up / spin down) (Eh) = -0.139 / -0.302
- expectation value of S² = 2.03

Structure (XYZ):
```
12
Properties=species:S:1:pos:R:3:forces:R:3:lowdin_charge:R:1
C -0.1528 -0.2198 -0.6947 1.603 0.562 2.988 -0.36
O -0.4472 -0.5945 0.5151 0.475 0.574 -1.549 -0.37
Cu 1.8653 0.3914 -1.1014 -1.395 0.387 0.241 0.50
Li -2.0717 -1.3102 0.9327 -0.015 -0.126 0.319 0.33
H -0.8813 -0.3234 -2.5695 -0.079 -1.447 0.322 0.13
C -0.6978 -1.0737 -1.7385 -0.652 -0.834 -2.561 -0.27
C 0.3731 -2.1414 -2.0572 0.908 2.055 1.575 0.07
C 1.6355 -2.2369 -1.5816 0.365 -0.975 -0.703 -0.36
O 2.3817 -1.4162 -0.7446 -0.755 -1.051 -0.488 -0.39
Li 1.1862 -1.8662 0.6232 -0.252 0.181 0.124 0.54
H -1.6119 -1.6223 -1.4275 0.161 0.435 -0.272 0.08
H 2.2255 -3.1218 -1.8751 -0.363 0.240 0.005 0.11
```
Forces are in eV/Å.

=====

Record 2
Density functional theory data (ωB97M-V/def2-TZVPD) for a molecular structure, C4H3CuLiNaO2 in a non-equilibrium geometry.

- ΔE to the lowest compared entry with this formula, charge and spin (kcal/mol) = 31.1
- total charge = +2
- orbital gap (Ha) = 0.2756
- HOMO level (Eh) = -0.567

Structure (XYZ):
```
12
Properties=species:S:1:pos:R:3:forces:R:3:lowdin_charge:R:1
C -1.8761 -0.4604 1.3350 -0.710 -4.294 2.384 -0.09
O -2.4597 -0.0629 0.3885 -0.043 0.792 0.006 -0.03
Li -4.0818 0.7645 -0.3192 0.138 -0.070 0.086 0.91
Na 1.3952 -0.1749 2.3540 0.153 -0.140 0.148 0.79
C -1.0016 -1.6514 3.7638 1.711 -1.321 -0.980 0.11
C -0.5092 -2.1191 2.7011 -2.015 1.739 1.027 -0.09
C -0.6397 -1.8878 1.2856 0.353 0.736 -0.698 -0.42
O 0.4571 -1.3391 0.6999 1.236 0.354 -1.820 -0.36
Cu 1.1232 -1.3265 -1.3896 -0.575 -0.240 1.564 0.77
H -0.9021 -1.6956 4.8430 -0.707 0.214 -0.214 0.08
H -1.0896 -2.7450 0.7573 -0.175 0.432 -0.053 0.15
H -2.1813 -0.7896 2.6884 0.634 1.798 -1.450 0.17
```
Forces are in eV/Å.